(1)
{"formula": "C26H23Br3N4O6PbS", "method": "ωB97M-V with the def2-TZVPD basis set", "elements": ["Pb", "C", "C", "C", "C", "C", "C", "Br", "C", "C", "Br", "C", "O", "C", "N", "H", "H", "H", "H", "H", "H", "N", "C", "C", "C", "O", "O", "H", "H", "H", "H", "H", "H", "Br", "C", "C", "C", "C", "C", "C", "C", "O", "O", "H", "H", "H", "H", "N", "C", "C", "C", "C", "C", "C", "H", "H", "H", "H", "H", "H", "H", "O", "S", "N"], "positions_angstrom": [[0.171, -0.223, -0.150], [-3.342, 1.348, 0.099], [-2.301, 2.448, 0.096], [-2.746, 3.783, 0.027], [-1.839, 4.796, 0.120], [-0.465, 4.509, 0.279], [0.544, 5.485, 0.405], [0.111, 7.334, 0.377], [1.853, 5.115, 0.539], [2.209, 3.764, 0.546], [4.034, 3.302, 0.712], [1.288, 2.718, 0.423], [1.656, 1.475, 0.418], [-0.095, 3.138, 0.302], [-1.027, 2.150, 0.212], [-4.239, 1.725, -0.401], [-3.614, 1.146, 1.139], [-2.695, 0.148, -1.494], [-3.803, 3.991, -0.090], [-2.165, 5.826, 0.071], [2.625, 5.866, 0.635], [-0.212, -0.541, 2.391], [1.013, -0.921, 3.139], [1.495, -2.321, 2.758], [2.141, -2.380, 1.365], [3.331, -2.626, 1.269], [1.324, -2.148, 0.375], [-0.578, 0.339, 2.741], [-0.921, -1.256, 2.521], [0.821, -0.887, 4.212], [1.786, -0.184, 2.908], [0.646, -3.014, 2.775], [2.233, -2.654, 3.483], [-0.396, -8.808, 0.062], [-0.850, -6.989, -0.177], [-1.955, -6.479, 0.485], [-2.280, -5.143, 0.316], [-1.511, -4.339, -0.520], [-0.406, -4.869, -1.180], [-0.071, -6.199, -1.007], [-1.860, -2.925, -0.761], [-2.600, -2.361, 0.252], [-1.511, -2.292, -1.723], [-2.553, -7.114, 1.125], [-3.144, -4.724, 0.814], [0.194, -4.217, -1.801], [0.794, -6.615, -1.506], [0.661, 0.226, -2.983], [-0.414, 1.055, -3.333], [-0.305, 2.438, -3.184], [-1.401, 3.253, -3.421], [-2.621, 2.707, -3.804], [-2.728, 1.331, -3.964], [-1.633, 0.505, -3.733], [1.577, 0.639, -3.071], [0.617, -0.718, -3.337], [0.643, 2.870, -2.873], [-1.302, 4.326, -3.305], [-3.474, 3.347, -3.987], [-3.670, 0.891, -4.271], [-1.716, -0.569, -3.867], [-4.452, -1.720, -1.307], [-3.809, -1.232, -0.103], [-2.863, 0.092, -0.488]], "gap_ev": 7.36}

***

(2)
{"formula": "C26H23BrIrN6O4S2", "method": "ωB97M-V with the def2-TZVPD basis set", "elements": ["Ir", "O", "C", "C", "C", "C", "C", "C", "C", "O", "N", "N", "C", "C", "Br", "C", "C", "C", "C", "C", "C", "C", "H", "H", "H", "H", "H", "H", "H", "H", "H", "H", "H", "H", "H", "H", "N", "C", "C", "C", "C", "C", "C", "S", "O", "O", "N", "C", "S", "C", "C", "N", "H", "H", "H", "H", "H", "H", "H", "H", "N", "C", "H"], "positions_angstrom": [[-0.531, -0.634, -0.375], [-1.016, -2.750, -3.964], [-0.337, -2.077, -4.818], [-0.521, -2.366, -6.209], [0.196, -1.674, -7.136], [1.100, -0.676, -6.719], [1.301, -0.388, -5.353], [0.596, -1.050, -4.390], [0.815, -0.810, -2.907], [-0.117, -1.507, -2.123], [0.816, 0.602, -2.597], [0.544, 0.878, -1.280], [0.741, 2.046, -0.787], [0.406, 2.397, 0.556], [-0.449, 1.030, 1.604], [0.567, 3.601, 1.165], [1.691, 4.506, 1.071], [1.628, 5.708, 1.787], [2.718, 6.557, 1.827], [3.879, 6.218, 1.145], [3.936, 5.055, 0.381], [2.853, 4.202, 0.345], [-0.785, -2.370, -3.007], [-1.210, -3.157, -6.474], [0.088, -1.893, -8.189], [1.655, -0.119, -7.461], [2.035, 0.361, -5.081], [1.818, -1.217, -2.693], [0.783, 1.334, -3.287], [1.134, 2.836, -1.423], [-0.198, 3.872, 1.890], [0.718, 5.965, 2.317], [2.669, 7.475, 2.396], [4.749, 6.857, 1.216], [4.835, 4.817, -0.170], [2.917, 3.277, -0.213], [-2.663, -1.339, 7.004], [-2.646, -1.685, 5.691], [-3.011, -0.755, 4.700], [-2.994, -1.109, 3.371], [-2.618, -2.400, 2.999], [-2.251, -3.332, 3.969], [-2.263, -2.977, 5.299], [-2.607, -2.843, 1.326], [-3.625, -2.126, 0.617], [-2.450, -4.263, 1.226], [-1.202, -2.196, 0.734], [0.023, -2.773, 0.811], [0.574, -4.333, 1.226], [2.167, -3.853, 0.727], [2.191, -2.587, 0.277], [0.965, -1.947, 0.357], [-2.973, -0.432, 7.299], [-2.445, -2.012, 7.714], [-3.335, 0.236, 4.995], [-3.307, -0.399, 2.615], [-1.996, -4.340, 3.670], [-2.001, -3.707, 6.055], [3.000, -4.532, 0.802], [3.060, -2.054, -0.076], [-3.235, 0.330, -1.514], [-2.223, 0.028, -1.059], [-4.154, 0.495, -1.876]], "multiplicity": 2, "gap_ev": [5.69, 3.51], "total_charge": 2, "de_lowest_kcal_mol": 15.35}

***

(3)
{"formula": "C26H23BrN10O2PtS", "method": "ωB97M-V with the def2-TZVPD basis set", "elements": ["Pt", "C", "C", "C", "C", "C", "C", "C", "S", "O", "O", "N", "C", "C", "C", "C", "C", "C", "C", "C", "N", "C", "H", "H", "H", "H", "H", "H", "H", "H", "H", "H", "H", "H", "H", "C", "C", "C", "C", "C", "Br", "N", "C", "H", "H", "H", "H", "H", "H", "N", "C", "N", "N", "C", "N", "H", "H", "H", "H", "N", "C", "N", "C", "N"], "positions_angstrom": [[-0.497, -0.645, -0.545], [2.007, 2.042, 5.762], [1.901, 1.978, 4.272], [1.857, 3.157, 3.521], [1.755, 3.128, 2.150], [1.699, 1.888, 1.506], [1.783, 0.693, 2.221], [1.872, 0.750, 3.599], [1.549, 1.876, -0.206], [1.602, 3.195, -0.745], [2.270, 0.808, -0.815], [-0.181, 1.345, -0.585], [-1.152, 2.203, -0.654], [-1.036, 3.570, -0.146], [-2.074, 4.439, -0.202], [-3.290, 4.057, -0.802], [-3.493, 2.788, -1.347], [-4.700, 2.445, -1.993], [-4.819, 1.199, -2.553], [-3.737, 0.326, -2.437], [-2.603, 0.619, -1.794], [-2.463, 1.814, -1.270], [1.314, 2.780, 6.166], [3.018, 2.349, 6.045], [1.787, 1.085, 6.218], [1.910, 4.111, 4.030], [1.743, 4.048, 1.580], [1.776, -0.258, 1.707], [1.917, -0.166, 4.172], [-0.118, 3.874, 0.329], [-1.976, 5.430, 0.219], [-4.103, 4.775, -0.840], [-5.503, 3.170, -2.054], [-5.712, 0.892, -3.076], [-3.783, -0.664, -2.874], [1.903, -5.423, -0.266], [0.569, -4.736, -0.307], [-0.630, -5.440, -0.392], [-1.831, -4.761, -0.430], [-1.822, -3.378, -0.397], [-3.469, -2.476, -0.374], [-0.685, -2.680, -0.336], [0.482, -3.360, -0.283], [1.816, -6.414, 0.175], [2.624, -4.853, 0.317], [2.303, -5.541, -1.274], [-0.625, -6.523, -0.415], [-2.776, -5.283, -0.471], [1.370, -2.748, -0.204], [3.542, 0.144, -3.471], [3.131, -0.845, -4.274], [3.863, -1.177, -5.333], [2.008, -1.540, -4.077], [1.217, -1.212, -3.118], [0.442, -0.995, -2.285], [4.415, 0.615, -3.638], [3.089, 0.309, -2.583], [4.711, -0.698, -5.577], [3.501, -1.875, -5.961], [-1.655, -0.946, 5.466], [-2.077, -1.032, 4.398], [-2.580, -1.167, 3.171], [-1.935, -0.721, 2.184], [-1.419, -0.344, 1.196]], "gap_ev": 3.90, "total_charge": 2}

***

(4)
{"formula": "C26H23Cl5LiN5O", "method": "ωB97M-V with the def2-TZVPD basis set", "elements": ["Li", "C", "C", "C", "C", "N", "C", "C", "C", "C", "C", "C", "N", "C", "C", "C", "C", "C", "N", "H", "H", "H", "H", "H", "H", "H", "H", "H", "H", "H", "Cl", "C", "C", "C", "Cl", "C", "Cl", "C", "Cl", "C", "Cl", "C", "N", "C", "C", "O", "N", "C", "C", "H", "H", "H", "H", "H", "H", "H", "H", "H", "H", "H", "H"], "positions_angstrom": [[0.017, 0.060, -0.816], [-4.594, -0.193, -0.189], [-4.727, 0.882, 0.676], [-3.703, 1.812, 0.762], [-2.574, 1.630, -0.029], [-2.422, 0.566, -0.817], [-3.412, -0.314, -0.905], [-1.447, 2.608, -0.071], [-1.588, 3.938, 0.310], [-0.493, 4.776, 0.183], [0.691, 4.281, -0.338], [0.738, 2.945, -0.721], [-0.310, 2.142, -0.571], [1.938, 2.303, -1.341], [3.049, 3.021, -1.764], [4.100, 2.334, -2.353], [4.010, 0.961, -2.506], [2.860, 0.325, -2.060], [1.855, 0.980, -1.491], [-5.379, -0.929, -0.293], [-5.619, 0.995, 1.279], [-3.779, 2.654, 1.437], [-3.237, -1.156, -1.567], [-2.534, 4.315, 0.672], [-0.568, 5.816, 0.472], [1.552, 4.925, -0.441], [3.097, 4.096, -1.659], [4.975, 2.870, -2.697], [4.806, 0.392, -2.967], [2.721, -0.746, -2.164], [1.230, -3.335, -0.190], [0.409, -3.002, -1.721], [0.048, -1.694, -1.983], [-0.502, -1.509, -3.248], [-0.906, 0.129, -3.750], [-0.753, -2.537, -4.157], [-1.495, -2.232, -5.690], [-0.402, -3.841, -3.813], [-0.707, -5.144, -4.902], [0.205, -4.079, -2.582], [0.675, -5.689, -2.156], [2.778, -0.049, 2.279], [1.663, -0.771, 2.862], [1.645, -0.802, 4.313], [0.510, -0.829, 2.115], [0.399, -0.141, 1.099], [-0.470, -1.661, 2.577], [-0.169, -2.944, 3.201], [-1.760, -1.594, 1.917], [3.706, -0.428, 2.709], [2.715, 1.028, 2.473], [2.791, -0.202, 1.203], [1.826, 0.202, 4.712], [2.420, -1.467, 4.699], [0.680, -1.141, 4.676], [0.898, -3.046, 3.372], [-0.485, -3.752, 2.538], [-0.697, -3.046, 4.153], [-1.972, -0.563, 1.653], [-2.526, -1.952, 2.607], [-1.780, -2.201, 1.005]], "gap_ev": 7.61, "de_lowest_kcal_mol": 0.00}

***

(5)
{"formula": "C26H23ClGaN2OPS", "method": "ωB97M-V with the def2-TZVPD basis set", "elements": ["Ga", "Cl", "C", "O", "P", "C", "C", "C", "C", "C", "C", "C", "C", "H", "H", "H", "H", "H", "C", "C", "C", "C", "C", "H", "H", "H", "H", "H", "C", "C", "C", "C", "C", "H", "H", "H", "H", "H", "H", "H", "N", "C", "N", "C", "C", "C", "C", "C", "C", "S", "H", "H", "H", "H", "H", "H"], "positions_angstrom": [[-0.247, -0.385, -0.014], [-0.197, -2.558, -0.155], [-0.104, 1.474, 0.054], [0.177, 2.601, 0.182], [0.071, 0.135, -2.423], [-1.506, -0.236, -3.291], [0.550, 1.771, -3.077], [1.335, -1.033, -3.053], [1.754, 1.972, -3.781], [2.062, 3.234, -4.291], [1.185, 4.305, -4.099], [-0.006, 4.114, -3.392], [-0.317, 2.857, -2.874], [2.441, 1.139, -3.934], [2.994, 3.380, -4.840], [1.432, 5.292, -4.494], [-0.695, 4.946, -3.238], [-1.246, 2.717, -2.319], [-2.469, -1.047, -2.665], [-3.656, -1.373, -3.326], [-3.908, -0.873, -4.606], [-2.968, -0.042, -5.225], [-1.774, 0.278, -4.574], [-2.284, -1.435, -1.661], [-4.386, -2.022, -2.839], [-4.837, -1.127, -5.119], [-3.166, 0.359, -6.220], [-1.052, 0.938, -5.058], [1.122, -1.764, -4.231], [2.119, -2.617, -4.710], [3.308, -2.785, -3.996], [3.511, -2.086, -2.802], [2.543, -1.189, -2.345], [0.179, -1.657, -4.768], [1.957, -3.157, -5.643], [4.072, -3.471, -4.365], [4.427, -2.238, -2.228], [2.719, -0.608, -1.435], [-3.029, -3.899, -0.324], [-2.346, -4.199, -0.412], [2.689, -1.702, 1.246], [1.916, -1.123, 2.216], [0.817, -0.436, 1.931], [0.199, 0.111, 3.071], [-0.976, 0.861, 3.075], [-1.494, 1.286, 4.303], [-0.832, 0.960, 5.487], [0.348, 0.198, 5.481], [0.876, -0.216, 4.256], [2.323, -1.186, 3.904], [3.420, -2.302, 1.599], [2.172, -2.088, 0.456], [-1.461, 1.112, 2.127], [-2.416, 1.869, 4.309], [-1.237, 1.301, 6.434], [0.856, -0.083, 6.395]], "gap_ev": 5.60, "total_charge": 2}

***

(6)
{"formula": "C26H23I2N4O2S3V", "method": "ωB97M-V with the def2-TZVPD basis set", "elements": ["V", "I", "C", "C", "C", "I", "C", "O", "C", "C", "N", "C", "C", "C", "C", "C", "C", "N", "C", "H", "H", "H", "H", "H", "H", "H", "H", "H", "H", "H", "S", "C", "C", "N", "C", "H", "H", "H", "C", "C", "C", "C", "C", "C", "C", "C", "N", "H", "H", "H", "H", "H", "H", "C", "O", "C", "S", "S", "H", "H", "H"], "positions_angstrom": [[-0.624, -1.560, 0.050], [4.811, -4.118, 4.612], [3.165, -3.321, 3.640], [1.887, -3.646, 4.075], [0.783, -3.108, 3.422], [-1.135, -3.583, 4.031], [0.992, -2.258, 2.358], [-0.076, -1.776, 1.642], [2.253, -1.904, 1.924], [2.442, -0.833, 0.874], [1.453, -0.775, -0.236], [1.982, -1.395, -1.464], [0.898, -1.515, -2.495], [1.164, -1.657, -3.842], [0.109, -1.812, -4.724], [-1.191, -1.805, -4.237], [-1.388, -1.655, -2.885], [-0.360, -1.514, -2.024], [3.351, -2.452, 2.572], [1.743, -4.324, 4.904], [2.402, 0.137, 1.373], [3.445, -0.924, 0.454], [1.297, 0.231, -0.411], [2.821, -0.826, -1.875], [2.345, -2.395, -1.217], [2.189, -1.646, -4.188], [0.298, -1.936, -5.782], [-2.042, -1.925, -4.892], [-2.380, -1.650, -2.453], [4.351, -2.197, 2.245], [-0.303, 4.071, 0.822], [-0.227, 3.988, -0.877], [0.490, 2.899, -1.250], [0.968, 2.128, -0.215], [0.618, 2.651, 0.930], [-0.692, 4.731, -1.504], [0.706, 2.617, -2.270], [0.875, 2.225, 1.889], [-1.743, 0.174, 0.315], [-3.211, -0.062, 0.179], [-3.961, -0.550, 1.249], [-5.310, -0.823, 1.109], [-5.938, -0.607, -0.114], [-5.213, -0.091, -1.184], [-3.864, 0.180, -1.031], [-7.335, -0.933, -0.280], [-8.443, -1.201, -0.421], [-1.476, 0.514, 1.315], [-1.398, 0.890, -0.434], [-3.475, -0.730, 2.201], [-5.881, -1.207, 1.943], [-5.713, 0.107, -2.123], [-3.309, 0.609, -1.859], [-0.961, -6.732, 0.454], [-1.806, -5.560, 0.373], [-1.268, -4.407, 0.084], [0.363, -4.165, -0.211], [-2.398, -3.102, 0.053], [-1.649, -7.568, 0.507], [-0.351, -6.670, 1.352], [-0.329, -6.797, -0.428]], "multiplicity": 2, "gap_ev": [6.93, 7.33], "total_charge": 1, "de_lowest_kcal_mol": 0.00}